1.
Formula: C26H76O36P8S
Source: OMol25
Level of theory: wB97M-V/def2-TZVPD

Element x y z (Å)
C 2.823 2.455 -3.352
O 3.823 2.670 -4.332
P 5.368 2.679 -3.938
O 5.650 3.525 -2.746
O 5.704 1.101 -3.749
C 4.866 0.107 -4.306
O 6.140 3.038 -5.354
C 5.773 2.488 -6.685
H 1.905 1.906 -3.560
H 2.398 3.394 -2.998
H 3.167 2.020 -2.414
H 3.893 0.422 -4.683
H 4.731 -0.698 -3.584
H 5.477 -0.375 -5.070
H 4.688 2.563 -6.751
H 5.956 1.414 -6.656
H 6.274 3.200 -7.340
C -0.234 -1.757 6.315
O 0.886 -1.417 5.566
P 1.166 -2.205 4.215
O 1.370 -3.665 4.332
O 2.323 -1.322 3.559
C 3.128 -1.755 2.478
O -0.148 -1.826 3.259
C -0.457 -0.455 3.154
H -0.782 -2.555 5.814
H -0.762 -0.815 6.170
H 0.139 -2.087 7.285
H 2.922 -2.747 2.076
H 4.140 -1.795 2.883
H 3.167 -0.996 1.697
H 0.274 0.314 3.403
H -1.248 -0.353 3.896
H -1.005 -0.351 2.218
C 5.912 6.911 -0.930
O 4.636 6.839 -1.478
P 3.344 6.776 -0.426
O 3.294 5.602 0.512
O 2.136 6.734 -1.557
C 1.195 5.752 -1.807
O 3.361 8.295 0.178
C 2.191 9.099 0.306
H 6.314 5.926 -0.692
H 6.033 7.530 -0.041
H 6.688 7.285 -1.598
H 1.246 4.745 -1.393
H 1.088 5.648 -2.886
H 0.208 6.066 -1.466
H 2.407 10.159 0.173
H 1.697 9.060 1.277
H 1.389 8.907 -0.407
C -5.630 3.785 3.411
O -5.981 2.443 3.229
P -5.526 1.303 4.289
O -5.780 1.605 5.691
O -6.314 -0.072 3.744
C -5.796 -1.341 4.120
O -3.993 0.885 3.864
C -3.522 0.884 2.464
H -6.428 4.502 3.216
H -4.680 4.007 2.925
H -5.231 4.161 4.353
H -6.104 -1.537 5.147
H -4.711 -1.247 4.069
H -6.029 -2.182 3.467
H -2.959 1.754 2.124
H -4.356 0.660 1.799
H -2.928 -0.003 2.240
C 3.151 -1.417 -1.500
O 3.836 -2.430 -2.224
P 3.168 -3.913 -2.361
O 4.022 -4.928 -2.979
O 2.621 -4.138 -0.818
C 3.246 -5.076 -0.032
O 1.909 -3.464 -3.287
C 0.844 -4.279 -3.406
H 2.095 -1.596 -1.296
H 3.255 -0.423 -1.934
H 3.378 -1.580 -0.446
H 2.811 -4.933 0.958
H 4.324 -4.916 -0.041
H 3.167 -6.111 -0.366
H 0.383 -4.181 -4.389
H -0.052 -4.091 -2.815
H 1.065 -5.342 -3.311
C -0.489 -7.814 -0.857
O -1.018 -6.503 -1.095
P -2.050 -5.947 0.077
O -2.764 -4.731 -0.261
O -2.957 -7.245 0.491
C -3.659 -7.075 1.684
O -0.981 -5.816 1.298
C -0.300 -4.583 1.211
H 0.077 -7.991 0.057
H -0.042 -8.217 -1.766
H -1.316 -8.514 -0.730
H -4.231 -6.183 1.429
H -3.119 -6.690 2.549
H -4.411 -7.843 1.867
H 0.743 -4.716 1.496
H -0.797 -3.916 1.916
H -0.348 -4.037 0.269
C -1.877 3.528 5.494
O -0.908 4.553 5.138
P -0.157 4.231 3.663
O -1.122 3.879 2.541
O 0.666 5.638 3.480
C 0.121 6.924 3.285
O 1.031 3.216 4.017
C 2.008 3.048 2.970
H -1.867 3.183 6.528
H -1.939 2.760 4.723
H -2.843 4.021 5.381
H 0.843 7.366 2.599
H 0.083 7.445 4.242
H -0.846 6.732 2.820
H 2.166 1.992 2.752
H 2.922 3.516 3.337
H 1.593 3.586 2.118
C -4.347 -1.589 -2.302
O -4.581 -1.879 -3.653
P -3.917 -3.110 -4.552
O -2.608 -2.667 -5.095
O -3.725 -4.312 -3.555
C -2.793 -5.342 -3.766
O -5.187 -3.466 -5.572
C -4.944 -4.539 -6.522
H -4.080 -0.540 -2.174
H -3.747 -2.341 -1.790
H -5.323 -1.626 -1.817
H -2.969 -6.263 -3.212
H -1.761 -5.008 -3.651
H -2.897 -5.581 -4.824
H -5.268 -5.525 -6.188
H -3.854 -4.544 -6.547
H -5.461 -4.291 -7.448
O -0.183 -1.044 -2.283
S -0.932 -0.593 -1.111
O -1.644 -1.552 -0.326
O -0.052 0.346 -0.113
C -0.309 1.731 -0.183
C -1.075 1.877 -1.468
O -1.835 0.698 -1.466
H -0.860 2.135 0.666
H 0.563 2.361 -0.358
H -0.520 1.937 -2.404
H -1.807 2.684 -1.480

## Properties
Energy relative to the best compared isomer or geometry (same formula, charge and spin) ... 117.9 kcal per mole
SMILES ... COP(=O)(OC)OC.COP(=O)(OC)OC.COP(=O)(OC)OC.COP(=O)(OC)OC.COP(=O)(OC)OC.COP(=O)(OC)OC.COP(=O)(OC)OC.COP(=O)(OC)OC.O=S1(=O)OCCO1
LUMO ... 0.0064 Ha
Total charge ... 0
E_HOMO ... -0.3693 Ha

***

2.
Formula: C26H78F2O13Pb
Source: OMol25
Level of theory: wB97M-V/def2-TZVPD

Element x y z (Å)
Pb -0.335 -0.289 0.582
F 1.046 -1.386 2.353
F -1.227 0.626 -1.545
C 3.226 0.137 5.277
C 3.711 -1.150 4.651
O 3.630 -1.054 3.164
H 3.778 1.010 4.929
H 3.258 0.140 6.366
H 2.176 0.319 5.048
H 3.122 -1.964 5.075
H 4.775 -1.310 4.824
H 2.721 -1.170 2.877
C -1.457 -3.585 3.388
C -1.152 -2.676 4.564
O 0.251 -2.525 4.635
H -1.102 -4.607 3.518
H -1.160 -3.177 2.422
H -2.547 -3.588 3.431
H -1.460 -3.128 5.507
H -1.649 -1.718 4.413
H 0.624 -2.232 3.800
C 3.004 -5.664 2.561
C 2.981 -4.145 2.478
O 1.946 -3.887 1.557
H 3.191 -6.135 1.595
H 2.113 -6.037 3.065
H 3.789 -6.031 3.223
H 3.917 -3.748 2.085
H 2.764 -3.633 3.415
H 1.715 -2.983 1.785
C 4.165 -0.259 -1.257
C 3.155 -1.051 -0.400
O 1.866 -0.685 -0.792
H 3.978 0.810 -1.153
H 4.140 -0.644 -2.276
H 5.219 -0.428 -1.036
H 3.163 -0.785 0.657
H 3.251 -2.116 -0.611
H 1.699 -0.972 -1.693
C -1.608 0.161 -6.463
C -1.974 0.247 -5.001
O -0.831 0.007 -4.175
H -1.022 -0.729 -6.693
H -0.933 0.961 -6.766
H -2.463 0.178 -7.139
H -2.678 -0.552 -4.767
H -2.432 1.204 -4.752
H -1.082 0.051 -3.249
C -4.109 -0.443 2.335
C -3.483 -0.414 0.931
O -2.568 -1.457 0.769
H -4.594 -1.414 2.436
H -4.898 0.288 2.512
H -3.296 -0.415 3.060
H -2.994 0.515 0.636
H -4.292 -0.568 0.217
H -3.051 -2.239 0.494
C -5.579 2.617 -2.431
C -4.321 2.096 -1.732
O -3.776 1.113 -2.565
H -6.047 3.406 -1.842
H -6.270 1.811 -2.677
H -5.280 3.054 -3.384
H -4.509 1.665 -0.749
H -3.591 2.897 -1.615
H -2.871 0.988 -2.270
C -1.775 -2.677 -2.318
C -1.106 -3.482 -1.194
O -0.203 -2.698 -0.428
H -2.326 -1.782 -2.030
H -2.471 -3.395 -2.751
H -1.040 -2.500 -3.104
H -0.603 -4.314 -1.685
H -1.948 -3.777 -0.567
H 0.269 -3.362 0.080
C 2.391 3.867 1.274
C 2.305 2.439 0.632
O 0.949 2.065 0.462
H 3.370 4.040 1.722
H 1.691 3.874 2.110
H 2.153 4.599 0.503
H 2.741 1.735 1.340
H 2.848 2.424 -0.313
H 0.704 2.537 -0.337
C -1.785 4.016 0.305
C -3.016 4.273 1.209
O -3.075 3.255 2.196
H -1.867 4.784 -0.464
H -1.826 3.040 -0.179
H -0.896 4.092 0.930
H -3.933 4.254 0.619
H -3.068 5.213 1.757
H -3.842 3.453 2.737
C 0.123 2.398 4.045
C -0.760 1.197 3.768
O -1.184 1.290 2.443
H 1.100 2.367 3.563
H 0.270 2.433 5.124
H -0.313 3.287 3.588
H -1.642 1.214 4.409
H -0.170 0.297 3.938
H -1.743 2.067 2.365
C 2.230 -0.946 -5.840
C 2.219 -1.856 -4.621
O 1.701 -1.165 -3.490
H 2.760 -0.043 -5.538
H 1.231 -0.559 -6.042
H 2.711 -1.319 -6.744
H 3.216 -2.248 -4.423
H 1.687 -2.793 -4.783
H 0.878 -0.769 -3.786
C 2.449 3.525 -3.392
C 1.418 2.430 -3.132
O 0.444 2.773 -2.186
H 1.999 4.466 -3.709
H 3.170 3.202 -4.143
H 2.988 3.821 -2.493
H 1.979 1.548 -2.823
H 1.020 2.078 -4.084
H -0.152 2.023 -2.124

## Properties
LUMO ... 0.0081 Ha
Total charge ... 0
E_HOMO ... -0.3422 Ha

***

3.
Formula: C26H78N8O15
Source: OMol25
Level of theory: wB97M-V/def2-TZVPD

Element x y z (Å)
C 1.764 -9.713 0.689
O 0.817 -9.233 -0.246
C 1.027 -7.810 -0.535
C 0.148 -7.415 -1.671
N 0.376 -6.047 -2.109
C -0.605 -5.721 -3.175
C -0.368 -4.318 -3.782
O 0.551 -4.450 -4.811
C 0.788 -3.208 -5.421
H 2.794 -9.590 0.354
H 1.607 -10.778 0.864
H 1.626 -9.182 1.631
H 2.037 -7.682 -0.924
H 0.973 -7.082 0.275
H -0.878 -7.578 -1.341
H 0.360 -8.219 -2.376
H 1.279 -5.973 -2.556
H -1.618 -5.688 -2.773
H -0.604 -6.394 -4.033
H -0.098 -3.586 -3.020
H -1.285 -3.964 -4.252
H 1.260 -3.247 -6.403
H 1.535 -2.622 -4.886
H -0.074 -2.579 -5.642
C 9.149 1.860 8.204
O 8.152 2.026 7.200
C 6.988 1.168 7.249
C 6.156 1.313 6.019
N 5.308 0.161 5.771
C 4.113 0.143 6.660
C 3.077 -0.926 6.251
O 2.565 -0.564 4.911
C 1.534 -1.388 4.432
H 8.670 2.107 9.151
H 9.945 2.584 8.026
H 9.484 0.835 8.362
H 6.388 1.406 8.128
H 7.277 0.124 7.368
H 6.792 1.454 5.145
H 5.596 2.243 6.118
H 4.935 0.396 4.863
H 3.683 1.141 6.743
H 4.418 0.070 7.704
H 2.321 -0.948 7.035
H 3.562 -1.902 6.261
H 1.148 -1.986 5.258
H 1.821 -1.985 3.566
H 0.608 -0.826 4.310
C -7.615 6.380 4.265
O -6.218 6.660 4.020
C -5.899 7.096 2.728
C -4.408 6.889 2.467
N -4.121 5.444 2.509
C -2.718 5.076 2.413
C -2.504 3.772 3.135
O -3.110 3.747 4.435
C -2.655 2.637 5.212
H -8.261 7.253 4.168
H -7.712 5.929 5.252
H -8.034 5.673 3.549
H -6.210 8.136 2.628
H -6.357 6.519 1.924
H -3.797 7.256 3.291
H -4.009 7.423 1.604
H -4.534 5.095 3.362
H -2.006 5.810 2.789
H -2.441 4.973 1.364
H -1.426 3.618 3.079
H -2.853 2.884 2.610
H -1.619 2.339 5.047
H -3.269 1.779 4.941
H -2.933 2.894 6.234
C 0.252 1.518 -4.851
O 1.692 1.428 -4.753
C 2.315 2.658 -4.968
C 3.918 2.488 -4.838
N 4.442 1.575 -5.852
C 5.891 1.535 -5.829
C 6.347 0.488 -6.852
O 6.286 -0.888 -6.439
C 6.841 -1.775 -7.419
H -0.129 2.338 -4.243
H 0.019 0.558 -4.389
H -0.096 1.522 -5.884
H 1.932 3.303 -4.177
H 2.073 3.013 -5.969
H 4.031 2.131 -3.814
H 4.366 3.481 -4.886
H 4.180 0.656 -5.524
H 6.318 1.251 -4.867
H 6.378 2.479 -6.073
H 7.377 0.744 -7.099
H 5.853 0.576 -7.819
H 6.819 -2.795 -7.037
H 7.787 -1.425 -7.832
H 6.131 -1.813 -8.246
N -5.629 -2.248 -5.001
C -5.577 -1.158 -4.281
N -5.556 -0.104 -5.078
O -5.652 -1.115 -3.073
H -5.743 -3.195 -4.668
H -5.885 -2.092 -5.965
H -5.613 0.853 -4.760
H -5.673 -0.335 -6.054
N -5.327 5.376 -1.486
C -5.580 4.133 -1.875
N -5.153 3.370 -0.884
O -6.097 3.749 -2.923
H -5.073 5.452 -0.511
H -5.725 6.196 -1.922
H -4.710 3.716 -0.044
H -5.279 2.382 -1.054
O -4.788 -3.383 3.467
H -5.182 -2.789 2.828
H -3.996 -3.707 3.037
O -2.076 -4.685 0.504
H -1.506 -4.982 -0.206
H -2.258 -5.475 1.012
O -7.148 -1.561 0.821
H -6.732 -1.374 -0.020
H -7.604 -0.750 1.048
O -2.064 -1.066 -0.215
H -2.237 -1.956 0.091
H -2.840 -0.832 -0.724
O 1.373 0.388 -1.090
H 1.336 0.548 -2.033
H 0.578 -0.110 -0.900

## Properties
Energy relative to the best compared isomer or geometry (same formula, charge and spin) ... 0.0 kcal per mole
SMILES ... COCCNCCOC.COCCNCCOC.COCCNCCOC.COCCNCCOC.NC(N)=O.NC(N)=O.O.O.O.O.O
LUMO ... 0.0071 Ha
Total charge ... 0
E_HOMO ... -0.3273 Ha